69
Properties=species:S:1:pos:R:3:forces:R:3 method="wB97M-V/def2-TZVPD" charge=-1 e_above_lowest_kcal_mol=0.00 molar_mass_da=501.58 gap_ev=3.42 e_homo_ev=-1.32
Li 0.31609 -0.24437 0.29215 0.1 -0.5 0.0
C -1.21750 2.07107 1.20945 0.0 0.0 -0.1
C -1.63144 1.23725 2.43006 0.0 -0.1 0.0
C -0.44942 0.63555 3.15077 -0.1 0.0 0.1
C -0.05010 1.10706 4.39675 0.0 0.0 0.0
C 1.06849 0.54585 4.99387 0.0 0.0 0.0
C 1.76024 -0.45026 4.32700 0.0 0.0 0.0
C 1.30475 -0.84515 3.07618 0.1 0.0 0.0
N 0.21429 -0.32904 2.51642 0.0 0.2 -0.2
N -0.98576 1.29906 -0.01247 -0.1 0.2 0.0
C -0.30418 2.12597 -1.01364 0.0 0.0 0.0
C 0.34024 1.32024 -2.12757 0.0 0.1 0.0
C 1.17367 1.95002 -3.04242 0.0 0.0 0.1
C 1.86384 1.16530 -3.94999 0.0 0.0 0.0
C 1.68206 -0.20916 -3.92936 0.0 0.0 0.0
C 0.80588 -0.73953 -3.00056 0.1 0.0 0.1
N 0.14630 0.01003 -2.11667 -0.2 0.0 -0.1
C -2.21395 0.70157 -0.54008 0.0 0.0 0.0
C -2.44888 -0.73099 -0.10631 0.0 0.0 0.0
C -3.73651 -1.24932 -0.02254 0.0 0.0 0.0
C -3.89558 -2.58487 0.30627 -0.1 0.0 0.0
C -2.77253 -3.35999 0.54547 0.0 0.0 0.0
C -1.52859 -2.75408 0.45346 0.0 0.0 0.0
N -1.37228 -1.47339 0.13728 -0.1 0.1 0.0
H -0.28464 2.58586 1.44733 0.0 0.0 0.0
H -1.98018 2.84688 1.02620 0.0 0.0 0.0
H -2.31720 0.43992 2.13538 0.0 0.0 0.0
H -2.17697 1.88685 3.11736 0.0 0.0 0.0
H -0.60222 1.90390 4.87929 0.0 0.0 0.0
H 1.40396 0.89614 5.96283 0.0 0.0 0.0
H 2.65110 -0.89882 4.74378 0.0 0.0 0.0
H 1.84911 -1.55946 2.46957 0.0 0.0 0.0
H 0.49725 2.65651 -0.49636 0.0 0.0 0.0
H -0.98140 2.88784 -1.43571 0.0 0.0 0.0
H 1.32210 3.02277 -3.00084 0.0 0.0 0.0
H 2.56123 1.61689 -4.64444 0.0 0.0 0.0
H 2.23496 -0.86769 -4.58449 0.0 0.0 0.0
H 0.67174 -1.81223 -2.91622 0.0 0.0 0.0
H -2.12926 0.67718 -1.62697 0.0 0.0 0.0
H -3.09144 1.31666 -0.29152 0.0 0.0 0.0
H -4.59165 -0.61265 -0.21334 0.0 0.0 0.0
H -4.88670 -3.01648 0.37529 0.0 0.0 0.0
H -2.85037 -4.40798 0.79890 0.0 0.0 0.0
H -0.61610 -3.31181 0.62843 0.0 0.0 0.0
C 2.23839 -0.53068 -0.02981 0.3 0.2 0.2
C 2.93533 -1.21780 -0.78046 -0.1 -0.3 0.2
C 3.57664 -2.13434 -1.67559 0.0 0.1 -0.1
C 2.81708 -3.29537 -2.04120 0.0 -0.1 0.0
C 2.98562 -4.05103 -3.23798 0.1 0.1 0.1
C 2.15994 -5.10844 -3.57002 0.0 0.0 0.0
C 1.10871 -5.50714 -2.74665 0.0 0.0 0.0
C 0.90861 -4.78048 -1.57415 0.0 0.0 0.0
C 1.72047 -3.71654 -1.23443 -0.1 0.0 0.0
C 4.87190 -1.77945 -2.19056 0.1 0.1 -0.1
C 5.34013 -0.44412 -2.05722 0.0 0.0 0.0
C 6.58152 -0.04652 -2.51144 0.0 0.0 0.0
C 7.45620 -0.94408 -3.12166 0.0 0.0 0.0
C 7.04080 -2.26742 -3.23343 0.0 0.0 0.0
C 5.79869 -2.67832 -2.78340 -0.2 0.0 0.0
H 3.75150 -3.75699 -3.94026 0.1 0.0 0.0
H 2.33011 -5.62794 -4.50842 0.0 0.0 0.0
H 0.46677 -6.33710 -3.01450 0.0 0.0 0.0
H 0.09375 -5.05662 -0.90930 0.0 0.0 0.0
H 1.53231 -3.14800 -0.33093 0.0 0.0 0.0
H 4.68344 0.26837 -1.57195 0.0 0.0 0.0
H 6.87847 0.99080 -2.38722 0.0 0.0 0.0
H 8.43037 -0.62939 -3.47556 0.0 0.0 0.0
H 7.70992 -3.00450 -3.66752 0.0 0.0 0.0
H 5.55109 -3.72772 -2.84350 0.0 -0.1 0.0